# 1
64
Properties=species:S:1:pos:R:3:lowdin_charge:R:1 method="wB97M-V/def2-TZVPD" charge=+1 lumo_energy_ev="-3.5 / -3.3" s2=1.05 multiplicity=2 homo_lumo_gap_ha="0.272 / 0.279" e_above_lowest_kj_mol=69.4
Fe -0.421 -0.332 0.849 0.253
C -0.585 3.440 5.549 -0.084
C 0.322 2.220 5.552 -0.232
N -0.275 1.064 4.895 -0.010
C -0.355 0.919 3.570 -0.723
S -1.172 -0.517 2.981 0.749
N 0.152 1.849 2.795 0.046
N -0.030 1.547 1.475 -0.052
C 0.259 2.434 0.590 -0.241
C 0.791 3.793 0.888 -0.001
C 0.011 1.990 -0.791 -0.190
C 0.186 2.827 -1.884 0.015
C -0.120 2.361 -3.151 -0.021
C -0.595 1.067 -3.286 -0.009
C -0.734 0.292 -2.149 -0.089
N -0.436 0.724 -0.925 0.044
H -0.111 4.257 6.093 0.077
H -1.538 3.217 6.030 0.076
H -0.779 3.772 4.530 0.060
H 0.550 1.914 6.572 0.119
H 1.266 2.442 5.053 0.112
H -0.620 0.304 5.457 0.124
H 0.899 3.919 1.960 0.071
H 0.120 4.562 0.501 0.096
H 1.764 3.934 0.413 0.099
H 0.549 3.834 -1.738 0.117
H 0.006 3.001 -4.014 0.121
H -0.855 0.649 -4.247 0.121
H -1.089 -0.726 -2.239 0.071
O 0.093 -2.195 1.099 -0.405
N 1.332 -2.525 0.968 0.068
N 2.041 -1.539 0.638 -0.157
O 1.481 -0.368 0.386 -0.126
C 3.467 -1.668 0.477 -0.161
C 4.065 -2.909 0.647 -0.012
C 5.437 -3.000 0.489 -0.062
C 6.187 -1.874 0.169 -0.068
C 5.564 -0.648 0.005 -0.062
C 4.189 -0.533 0.159 -0.007
H 3.474 -3.776 0.898 0.113
H 5.922 -3.958 0.618 0.112
H 7.259 -1.957 0.049 0.111
H 6.146 0.229 -0.242 0.111
H 3.684 0.413 0.039 0.111
O -3.137 1.077 0.816 -0.116
H -3.292 1.992 0.560 0.059
H -3.215 1.048 1.777 0.024
C -3.630 -1.085 -1.369 -0.387
Te -2.374 -1.937 0.111 1.599
C -1.412 -2.945 -1.488 -0.377
C -2.241 -2.687 -2.721 -0.304
C -1.935 -3.321 -3.925 -0.030
C -2.668 -3.047 -5.065 -0.068
C -3.715 -2.134 -5.014 -0.068
C -4.025 -1.502 -3.824 -0.032
C -3.291 -1.773 -2.669 -0.298
H -3.475 -0.008 -1.388 0.049
H -4.662 -1.274 -1.077 0.069
H -1.339 -4.000 -1.232 0.074
H -0.398 -2.551 -1.580 0.060
H -1.120 -4.034 -3.963 0.121
H -2.429 -3.549 -5.993 0.110
H -4.294 -1.923 -5.903 0.109
H -4.847 -0.798 -3.782 0.120



# 2
57
Properties=species:S:1:pos:R:3:lowdin_charge:R:1 method="wB97M-V/def2-TZVPD" charge=0 lumo_energy_ev=-0.2 homo_lumo_gap_ha=0.265
C 2.610 -0.186 2.496 -0.097
C 2.594 -0.905 1.259 -0.101
C 1.918 -0.144 0.302 -0.133
H 3.060 -1.872 1.082 0.103
C 1.407 1.073 0.946 -0.237
C 1.946 1.032 2.316 -0.147
H 1.177 1.999 0.410 0.087
C -0.836 -2.022 2.966 -0.109
C 0.054 -2.942 2.405 -0.100
C -0.163 -2.997 0.986 -0.051
H 0.784 -3.551 2.939 0.098
C -1.166 -2.085 0.652 -0.253
C -1.606 -1.404 1.885 -0.180
H 1.848 -0.356 -0.766 0.088
H 1.880 1.863 3.016 0.105
H 3.094 -0.527 3.411 0.102
H -2.612 -0.977 2.011 0.123
H 0.347 -3.660 0.285 0.107
H -0.999 -1.807 4.022 0.102
Ga -0.622 0.523 1.569 0.842
C -1.683 -1.694 -0.707 -0.484
C -3.201 -1.892 -0.730 -0.025
C -1.031 -2.483 -1.840 -0.031
H -3.410 -2.948 -0.503 0.102
H -3.597 -1.666 -1.725 0.088
H -3.701 -1.265 0.015 0.087
H -1.221 -3.557 -1.708 0.097
H 0.055 -2.312 -1.889 0.088
H -1.477 -2.162 -2.789 0.089
C -1.272 -0.199 -0.838 -0.078
C -2.050 0.737 -1.737 -0.429
H -0.191 -0.125 -1.027 0.096
H -1.576 0.306 0.163 0.071
O -3.159 1.095 -1.328 0.090
N -1.344 1.259 -2.824 0.049
C -0.226 2.174 -2.439 -0.120
H -1.966 1.708 -3.491 0.136
C 1.117 1.588 -2.777 -0.245
C 2.277 2.246 -2.350 -0.058
H 2.166 3.171 -1.778 0.119
C 3.529 1.708 -2.644 -0.076
H 4.426 2.226 -2.296 0.108
C 3.622 0.520 -3.381 -0.087
H 4.604 0.111 -3.617 0.102
C 2.464 -0.130 -3.825 -0.075
H 2.521 -1.051 -4.411 0.105
C 1.207 0.411 -3.525 -0.054
H 0.285 -0.067 -3.867 0.105
H -0.262 2.393 -1.350 0.123
H -0.362 3.131 -2.976 0.140
C -1.825 2.617 4.803 0.014
C -1.337 1.771 3.664 -0.613
O -1.785 2.032 2.465 -0.035
O -0.503 0.831 3.838 -0.020
H -2.637 3.243 4.428 0.085
H -1.004 3.238 5.177 0.095
H -2.170 1.981 5.624 0.093



# 3
69
Properties=species:S:1:pos:R:3:lowdin_charge:R:1 method="wB97M-V/def2-TZVPD" charge=-1 lumo_energy_ev=1.6 homo_lumo_gap_ha=0.210 e_above_lowest_kj_mol=57.2
K 0.348 0.165 -0.005 0.842
C -0.702 -2.356 4.405 -0.022
C -0.946 -1.410 3.265 -0.314
N -0.020 -0.825 2.606 -0.003
O 1.261 -1.029 3.131 -0.092
C -2.342 -1.108 2.871 -0.340
C -3.348 -2.216 2.754 -0.062
N -2.637 0.145 2.722 -0.121
O -3.874 0.479 2.422 -0.287
H 0.340 -2.340 4.710 0.063
H -0.964 -3.374 4.104 0.079
H -1.342 -2.092 5.248 0.082
H 1.848 -0.583 2.481 0.032
H -3.753 -2.511 3.729 0.071
H -2.915 -3.107 2.291 0.067
H -4.179 -1.855 2.150 0.055
O -0.281 -0.917 -2.327 -0.047
C -0.014 0.103 -2.967 -0.558
N -0.044 1.332 -2.393 -0.216
S 0.607 2.573 -3.174 0.916
O -0.083 2.368 -4.725 -0.235
O -0.079 3.780 -2.699 -0.482
C 0.189 1.134 -5.248 -0.297
C 0.346 1.023 -6.625 -0.017
C 0.620 -0.214 -7.181 -0.090
C 0.741 -1.343 -6.377 -0.089
C 0.561 -1.227 -5.010 -0.009
C 0.281 0.006 -4.433 -0.090
H 0.258 1.914 -7.232 0.114
H 0.751 -0.298 -8.253 0.098
H 0.965 -2.306 -6.817 0.096
H 0.619 -2.085 -4.353 0.121
O 3.223 -0.303 -1.047 0.021
C 3.044 -0.587 0.141 -0.727
O 2.662 0.183 1.074 -0.128
C 3.231 -2.041 0.551 -0.111
C 2.124 -2.881 0.654 -0.003
C 2.267 -4.189 1.077 0.016
C 3.538 -4.650 1.379 -0.157
C 4.658 -3.844 1.272 0.000
C 4.496 -2.535 0.854 -0.001
N 3.705 -6.038 1.826 -0.358
O 4.826 -6.415 2.119 0.052
O 2.710 -6.731 1.930 0.059
H 1.132 -2.510 0.421 0.108
H 1.417 -4.849 1.173 0.119
H 5.630 -4.245 1.517 0.113
H 5.358 -1.887 0.766 0.123
C -2.690 4.161 1.671 -0.057
C -1.906 2.980 2.295 -0.142
N -1.186 2.296 1.233 -0.169
C -0.111 3.143 0.750 -0.153
C -0.667 4.509 0.285 -0.060
N -2.165 4.365 0.273 -0.083
C -2.543 3.191 -0.598 -0.051
C -2.159 1.936 0.198 -0.159
H -2.565 5.102 2.207 0.122
H -3.752 3.935 1.577 0.131
H -2.583 2.265 2.761 0.080
H -1.187 3.337 3.033 0.129
H 0.424 2.655 -0.064 0.079
H 0.603 3.290 1.561 0.134
H -0.357 4.758 -0.727 0.099
H -0.433 5.322 0.973 0.127
H -2.568 5.208 -0.123 0.178
H -1.977 3.299 -1.524 0.099
H -3.613 3.259 -0.793 0.133
H -1.782 1.186 -0.492 0.073
H -3.018 1.503 0.723 0.101